[1]
The molecule F2O3S3 at a distorted geometry. Source: the OMol25 dataset; level of theory: ωB97M-V/def2-TZVPD.

Atoms and positions in Å:
O 1.0184 -0.8250 1.2203
O -1.3137 -0.9873 -1.4848
O 0.0163 2.1534 0.7791
F 2.1455 -0.8673 -0.9144
F -2.5010 -0.0219 0.5321
S 1.7405 0.0806 0.3828
S -1.1402 -0.7736 -0.0835
S 0.0341 1.2411 -0.4316

Cartesian forces, eV/Å:
O 0.4 -0.6 1.4
O -0.3 -0.6 -0.8
O 0.0 -0.9 -1.6
F -0.2 0.9 0.6
F 1.2 -0.4 -0.6
S 0.6 -0.5 -1.6
S -1.3 1.3 0.5
S -0.3 0.7 2.1

**Energy**: -44080.0862 eV
**HOMO level**: -0.3623 hartree
**2S+1**: 1
**Energy relative to the best compared isomer or geometry (same formula, charge and spin)**: 5.3 kcal per mole

---

[2]
F3H4HfO2Pb as an isolated structure at a distorted geometry. Source: the OMol25 dataset; level of theory: ωB97M-V/def2-TZVPD.

Atoms and positions in Å:
Pb 0.6467 2.6782 0.3943
Hf -0.6812 -1.0132 -2.2021
F -1.5665 0.9962 -2.8170
F 0.0295 0.3492 -0.6623
F 0.7857 2.7584 -1.9844
O -0.7573 -2.3784 -0.2255
H -0.7690 -1.9864 0.6620
H -0.7378 -3.3418 -0.0742
O 1.0243 1.0271 2.2025
H 0.2550 0.4491 2.2580
H 1.7706 0.4615 2.4486

Cartesian forces, eV/Å:
Pb 0.3 1.6 -2.8
Hf -0.8 8.9 3.3
F 2.1 -6.3 1.5
F -1.4 -3.9 -3.1
F -0.2 -0.8 2.9
O 0.0 1.0 -1.9
H -0.1 0.3 0.2
H -0.1 -0.4 -0.3
O 0.0 -0.5 -0.4
H -0.1 0.0 0.5
H 0.3 0.2 0.3

**Energy**: -18831.0259 eV
**HOMO level**: -0.7822 hartree
**2S+1**: 1
**Energy relative to the best compared isomer or geometry (same formula, charge and spin)**: 0.0 kcal per mole
**Charge**: +3

---

[3]
F3NOS as an isolated structure at a distorted geometry. Source: the OMol25 dataset; level of theory: ωB97M-V/def2-TZVPD.

Atoms and positions in Å:
N 1.1665 0.5484 0.0314
O -1.6935 -0.3013 -0.9420
F 1.2970 -0.5203 0.8227
F 1.3749 0.0673 -1.2703
F -1.0113 -0.3588 1.3192
S -1.1336 0.5648 0.0390

Cartesian forces, eV/Å:
N -2.0 0.7 -1.0
O 0.2 0.0 -0.8
F 0.8 -0.9 0.1
F 0.0 -0.1 0.7
F -0.2 0.4 0.4
S 1.3 -0.1 0.6

**Energy**: -22519.7693 eV
**HOMO level (alpha / beta)**: -0.3757 / -0.3578 hartree
**2S+1**: 1
**Energy relative to the best compared isomer or geometry (same formula, charge and spin)**: 10.3 kcal per mole